1.
DFT (ωB97M-V/def2-TZVPD) results for the molecule C7H12N2O.

Its relative energy (zero: lowest compared OMol25 entry of this formula, charge and spin) is 255.34 kJ/mol. The value obtained for the HOMO energy is -9.025 eV. The SMILES is CC(=O)[C@H]1N=NCC1(C)C. As for the orbital gap: 0.357 Ha.

Positions of all 22 atoms, in Å:
C1 1.25 0.59 -2.47
C2 1.23 -0.30 -1.29
O1 2.25 -0.77 -0.81
C3 -0.16 -0.44 -0.71
N1 -0.40 -2.01 -0.70
N2 -0.69 -2.40 0.38
C4 -0.57 -1.46 1.37
C5 -0.44 -0.07 0.72
C6 -1.79 0.72 0.85
C7 0.77 0.82 1.31
H1 2.31 0.84 -2.54
H2 0.61 1.54 -2.32
H3 0.89 -0.02 -3.35
H4 -0.91 0.15 -1.33
H5 0.27 -1.74 2.02
H6 -1.37 -1.50 2.19
H7 -1.59 1.70 0.29
H8 -2.08 0.88 1.83
H9 -2.64 0.20 0.31
H10 0.89 1.54 0.54
H11 1.69 0.30 1.55
H12 0.49 1.41 2.17

=====

2.
DFT (ωB97M-V/def2-TZVPD) results for the molecule C7H12N2O2.

Its relative energy (zero: lowest compared OMol25 entry of this formula, charge and spin) is 125.82 kJ/mol. The value obtained for the HOMO energy is -9.936 eV. The SMILES is CCC1(CC)NC(=O)NC1=O. As for the orbital gap: 0.390 Ha.

Positions of all 23 atoms, in Å:
C1 1.11 -2.51 -0.30
C2 0.86 -1.37 0.67
C3 0.24 -0.03 0.41
C4 0.69 1.02 1.58
C5 2.08 1.55 1.37
N1 0.37 0.49 -0.83
C6 -0.68 0.58 -1.67
O1 -0.73 0.83 -2.87
N2 -1.75 0.14 -0.75
C7 -1.22 -0.07 0.47
O2 -1.88 -0.41 1.45
H1 1.87 -2.17 -1.08
H2 0.23 -2.88 -0.85
H3 1.53 -3.36 0.30
H4 0.12 -1.62 1.56
H5 1.93 -1.27 1.24
H6 -0.11 1.83 1.66
H7 0.51 0.36 2.57
H8 2.14 2.46 0.66
H9 2.50 1.93 2.22
H10 2.78 0.87 1.03
H11 1.30 0.75 -1.10
H12 -2.67 0.33 -0.99

=====

3.
DFT (ωB97M-V/def2-TZVPD) results for C7H12N2O2 as an isolated structure.

Its relative energy (zero: lowest compared OMol25 entry of this formula, charge and spin) is 649.70 kJ/mol. The value obtained for the HOMO energy is -8.506 eV. As for the orbital gap: 0.344 Ha.

Positions of all 23 atoms, in Å:
C1 -0.65 1.19 -0.45
C2 -1.40 2.31 -0.39
C3 0.57 -1.10 -0.15
C4 1.36 0.05 -0.84
C5 -1.10 -0.02 0.33
C6 2.54 0.45 0.01
C7 -0.96 0.20 1.89
N1 -0.07 -1.97 -0.93
N2 -1.21 -2.44 -0.48
O1 0.52 1.07 -1.14
O2 -1.99 -0.80 -0.14
H1 -1.30 3.10 -1.07
H2 -2.30 2.22 0.14
H3 0.92 -1.60 0.68
H4 1.79 -0.40 -1.73
H5 2.59 -0.33 0.77
H6 2.32 1.32 0.47
H7 3.38 0.56 -0.69
H8 -1.70 -0.45 2.37
H9 -1.42 1.22 2.00
H10 -0.04 0.16 2.34
H11 -0.08 -1.80 -1.93
H12 -1.78 -2.93 -1.06

=====

4.
DFT (ωB97M-V/def2-TZVPD) results for C7H12N2O2S as an isolated structure.

Its relative energy (zero: lowest compared OMol25 entry of this formula, charge and spin) is 743.89 kJ/mol. The value obtained for the HOMO energy is -8.934 eV. As for the orbital gap: 0.345 Ha.

Positions of all 24 atoms, in Å:
C1 -0.87 3.74 -0.25
C2 -0.45 2.38 -1.19
C3 -2.10 0.50 -0.27
C4 0.31 -2.22 0.37
C5 0.80 -1.82 1.80
C6 1.69 -2.55 -0.30
C7 0.24 0.12 -0.37
H1 -0.06 3.82 0.72
H2 -0.68 4.61 -1.07
H3 -2.01 3.58 0.11
H4 -1.26 2.25 -2.18
H5 0.77 2.15 -1.35
H6 -0.11 -3.31 0.28
H7 1.06 -0.50 1.90
H8 1.74 -2.59 1.98
H9 -0.01 -1.83 2.61
H10 1.71 -3.82 0.43
H11 2.67 -1.92 0.06
H12 1.52 -2.60 -1.50
N1 -0.78 1.09 -0.36
N2 -0.33 -1.15 -0.21
O1 -3.32 0.92 -0.65
O2 1.41 0.26 -0.67
S1 -1.94 -1.12 0.11

=====

5.
DFT (ωB97M-V/def2-TZVPD) results for a 2-piece molecular cluster, C7H12N2O4PS overall.

The value obtained for the HOMO energy is -12.143 eV. The charge is +1. As for the orbital gap: 0.304 Ha.

Positions of all 27 atoms, in Å:
O1 4.62 -1.29 -1.57
P1 3.67 0.16 -1.60
O2 3.98 1.00 -3.08
S1 4.05 1.24 -0.02
C1 1.82 -0.33 -1.72
C2 1.37 -1.44 -2.69
N1 -0.07 -1.39 -2.44
C3 -0.44 -0.40 -1.45
N2 0.75 0.31 -0.97
H1 4.83 -1.43 -2.54
H2 3.11 1.41 -3.35
H3 1.98 -2.10 -3.40
H4 -0.76 -1.99 -2.94
H5 -1.49 -0.15 -1.10
H6 0.83 1.07 -0.27
O3 -0.06 1.34 1.54
C4 -1.13 0.87 1.85
O4 -1.74 -0.11 1.14
C5 -3.04 -0.36 1.71
C6 -2.95 0.14 3.13
C7 -1.98 1.29 3.01
H7 -3.79 0.18 1.12
H8 -3.26 -1.43 1.67
H9 -3.92 0.42 3.55
H10 -2.52 -0.64 3.77
H11 -2.49 2.23 2.75
H12 -1.38 1.42 3.91

=====

6.
DFT (ωB97M-V/def2-TZVPD) results for the molecule C7H12N2O6.

Its relative energy (zero: lowest compared OMol25 entry of this formula, charge and spin) is 281.92 kJ/mol. The value obtained for the HOMO energy is -10.130 eV. The SMILES is N[C@@H](CO)C(=O)N[C@@H](CC(=O)O)C(=O)O. As for the orbital gap: 0.378 Ha.

Positions of all 27 atoms, in Å:
N1 0.65 0.21 3.52
C1 -0.22 0.48 2.34
C2 -0.92 1.92 2.60
O1 -1.52 1.86 3.95
C3 0.35 0.26 0.96
O2 1.43 0.67 0.58
N2 -0.54 -0.35 0.09
C4 -0.23 -0.29 -1.32
C5 0.64 -1.42 -1.83
C6 1.38 -0.92 -3.11
O3 0.94 -0.34 -4.08
O4 2.55 -1.71 -3.25
C7 -1.53 -0.40 -2.02
O5 -2.52 -0.87 -1.44
O6 -1.67 0.12 -3.31
H1 1.06 -0.87 3.24
H2 1.52 0.94 3.49
H3 -1.11 -0.11 2.60
H4 -0.26 2.87 2.68
H5 -1.65 2.02 1.82
H6 -0.91 1.17 4.51
H7 -1.43 -0.81 0.28
H8 0.44 0.66 -1.43
H9 0.01 -2.29 -2.25
H10 1.26 -1.77 -0.88
H11 3.04 -1.35 -4.09
H12 -0.76 0.31 -3.66

=====

7.
DFT (ωB97M-V/def2-TZVPD) results for the molecule C7H12N2O6.

Its relative energy (zero: lowest compared OMol25 entry of this formula, charge and spin) is 119.11 kJ/mol. The value obtained for the HOMO energy is -9.939 eV. The SMILES is N[C@@H](CC(=O)O)C(=O)N[C@@H](CO)C(=O)O. As for the orbital gap: 0.379 Ha.

Positions of all 27 atoms, in Å:
N1 2.28 -2.22 1.10
C1 1.29 -1.17 0.60
C2 2.13 0.17 0.77
C3 1.51 1.47 0.48
O1 1.03 2.25 1.24
O2 1.70 1.81 -0.80
C4 0.81 -1.31 -0.88
O3 1.45 -1.84 -1.73
N2 -0.35 -0.62 -1.15
C5 -1.16 0.04 -0.16
C6 -1.75 1.31 -0.75
O4 -0.78 2.35 -0.69
C7 -2.37 -0.77 0.36
O5 -3.07 -1.52 -0.27
O6 -2.61 -0.37 1.64
H1 1.81 -3.13 1.05
H2 3.01 -2.35 0.39
H3 0.48 -1.18 1.33
H4 2.70 0.12 1.69
H5 2.96 0.00 0.02
H6 1.22 2.65 -0.99
H7 -0.81 -0.92 -2.01
H8 -0.61 0.29 0.74
H9 -2.61 1.62 -0.19
H10 -2.05 1.25 -1.75
H11 -0.73 2.53 0.32
H12 -3.39 -0.83 2.01

=====

8.
DFT (ωB97M-V/def2-TZVPD) results for a 2-piece molecular cluster, C7H12N2OS overall.

Its relative energy (zero: lowest compared OMol25 entry of this formula, charge and spin) is 525.53 kJ/mol. The value obtained for the HOMO energy (spin up / spin down) is -9.472 / -9.532 eV. As for the orbital gap (spin up / spin down): 0.265 / 0.266 Ha.

Positions of all 23 atoms, in Å:
C1 -2.13 -0.31 -0.31
C2 -4.23 -1.04 0.66
C3 -2.06 0.27 -1.75
C4 0.69 -1.36 -0.19
C5 0.65 1.15 0.19
C6 0.43 -0.54 2.14
C7 0.08 -0.28 0.64
N1 -3.45 -0.60 -0.12
N2 -1.33 -0.40 0.65
O1 -5.10 -1.45 1.25
S1 -1.53 -3.27 1.24
H1 -2.43 1.28 -1.80
H2 -2.67 -0.49 -2.39
H3 -1.06 0.45 -2.03
H4 0.12 -2.23 -0.19
H5 0.62 -0.96 -1.29
H6 1.63 -1.51 0.16
H7 0.21 1.43 -0.93
H8 1.71 1.08 0.07
H9 0.45 2.02 0.81
H10 -0.18 0.18 2.83
H11 0.11 -1.51 2.37
H12 1.38 -0.40 2.48

=====

9.
DFT (ωB97M-V/def2-TZVPD) results for C7H12N2OS2 as an isolated structure.

Its relative energy (zero: lowest compared OMol25 entry of this formula, charge and spin) is 458.50 kJ/mol. The value obtained for the HOMO energy is -9.398 eV. As for the orbital gap: 0.348 Ha.

Positions of all 24 atoms, in Å:
C1 2.04 1.12 1.81
C2 0.66 1.64 2.15
C3 -0.14 2.03 0.89
C4 -0.51 0.68 0.05
C5 -0.42 -0.93 -1.91
C6 -0.98 -2.19 -1.75
C7 -0.90 -2.76 -0.26
H1 2.22 0.23 0.98
H2 2.83 0.83 2.66
H3 2.46 2.03 1.15
H4 -0.10 0.93 2.61
H5 0.75 2.58 2.63
H6 -1.11 2.55 1.20
H7 0.41 2.77 0.37
H8 -0.61 -0.22 0.73
H9 -1.53 0.73 -0.38
H10 0.17 -2.86 0.11
H11 -1.13 -3.81 -0.28
H12 -1.57 -2.02 0.50
N1 -1.71 -1.75 -3.81
N2 -1.74 -2.51 -2.83
O1 1.06 1.23 -2.08
S1 0.70 0.08 -1.12
S2 -0.86 -0.36 -3.41

=====

10.
DFT (ωB97M-V/def2-TZVPD) results for an isolated ion of composition C7H12N3 and charge +1.

Its relative energy (zero: lowest compared OMol25 entry of this formula, charge and spin) is 573.45 kJ/mol. The value obtained for the HOMO energy (spin up / spin down) is -12.453 / -12.452 eV. The charge is +1. As for the orbital gap (spin up / spin down): 0.286 / 0.286 Ha.

Positions of all 22 atoms, in Å:
C1 -1.73 -0.65 1.20
C2 -0.98 -1.31 0.20
C3 -0.15 0.96 1.08
C4 0.80 1.22 -1.22
C5 0.91 -0.31 -1.23
C6 0.80 1.76 0.31
C7 -1.55 -2.58 -0.38
N1 0.15 -0.80 -0.16
N2 -1.18 0.52 1.66
N3 2.16 1.49 0.79
H1 -2.33 -1.22 1.79
H2 1.65 1.64 -1.72
H3 -0.18 1.52 -1.68
H4 0.56 -0.60 -2.31
H5 1.88 -0.77 -1.30
H6 0.62 2.82 0.32
H7 -0.70 -3.28 -0.36
H8 -2.28 -2.90 0.24
H9 -1.94 -2.39 -1.36
H10 -1.68 1.07 2.29
H11 2.38 1.84 1.70
H12 2.78 1.95 0.12

=====

11.
DFT (ωB97M-V/def2-TZVPD) results for an isolated ion of composition C7H12N3 and charge +1.

Its relative energy (zero: lowest compared OMol25 entry of this formula, charge and spin) is 264.74 kJ/mol. The value obtained for the HOMO energy is -12.689 eV. The charge is +1. The SMILES is C=C(C)c1[nH+]c(N)cn1C. As for the orbital gap: 0.369 Ha.

Positions of all 22 atoms, in Å:
C1 1.80 1.55 1.22
C2 1.40 1.01 0.08
C3 2.20 0.70 -1.06
C4 -0.14 0.22 0.14
N1 -1.21 1.02 -0.18
C5 -2.42 0.30 0.02
N2 -3.69 0.84 0.02
C6 -1.96 -0.99 0.14
N3 -0.60 -0.96 0.28
C7 0.12 -2.16 0.39
H1 2.80 1.99 1.28
H2 1.08 1.76 1.93
H3 1.84 1.24 -1.98
H4 3.23 0.92 -0.72
H5 2.09 -0.43 -1.31
H6 -1.04 1.96 -0.37
H7 -4.53 0.23 -0.25
H8 -3.59 1.61 -0.59
H9 -2.45 -1.93 0.08
H10 -0.66 -2.97 0.55
H11 0.46 -2.39 -0.63
H12 0.92 -2.03 1.09

=====

12.
DFT (ωB97M-V/def2-TZVPD) results for an isolated ion of composition C7H12N3O2S and charge +1.

Its relative energy (zero: lowest compared OMol25 entry of this formula, charge and spin) is 723.90 kJ/mol. The value obtained for the HOMO energy is -13.137 eV. The charge is +1. As for the orbital gap: 0.311 Ha.

Positions of all 25 atoms, in Å:
C1 0.00 -1.13 0.19
C2 1.00 -0.26 0.40
C3 -1.18 0.37 -1.07
C4 2.52 -0.02 2.48
C5 -0.46 2.76 -1.16
C6 -3.55 -0.93 -1.84
C7 2.29 -0.63 1.13
N1 0.88 0.94 -0.12
N2 -0.25 1.30 -0.87
N3 -0.39 -2.43 0.40
O1 0.43 -2.96 1.20
O2 -1.32 -2.98 -0.09
S1 -2.63 0.65 -1.81
H1 1.63 -0.21 3.09
H2 2.92 1.04 2.59
H3 3.39 -0.64 2.75
H4 0.41 3.17 -1.55
H5 -1.25 3.07 -1.74
H6 -0.46 3.17 -0.23
H7 -4.44 -0.65 -2.26
H8 -3.67 -1.48 -0.89
H9 -3.00 -1.60 -2.49
H10 2.37 -1.66 1.31
H11 3.12 -0.44 0.50
H12 1.64 1.55 0.05